(1)
Computed, not measured: a molecular structure, C14H42AgF5NO16S2, with the ωB97M-V functional and the def2-TZVPD basis.

Properties
* 2S+1: 2
* net charge: -2
* energy: -88694.997 eV

Geometry as XYZ:
```
81
Properties=species:S:1:pos:R:3:lowdin_charge:R:1
Ag 6.2755 -4.0948 14.0462 0.766
O 7.4224 -4.1704 12.0311 -0.428
C 7.8644 -3.5747 10.7571 -0.332
C 8.8349 -4.5360 9.9355 -0.273
O 8.9010 -5.9865 9.9807 -0.047
H 8.2586 -2.5652 10.8735 0.062
H 6.9454 -3.4275 10.1897 0.070
H 9.8423 -4.1431 10.0728 0.096
H 8.8737 -4.1995 8.8995 0.089
N 5.6375 -1.9515 14.1963 -0.316
S 6.0896 -0.6781 13.4878 0.485
O 6.3104 0.4406 14.3513 -0.271
O 5.6071 -0.4225 12.1417 -0.290
F 7.6378 -1.1988 13.1210 -0.215
S 3.9892 -1.4010 14.5097 0.615
O 3.4605 -0.2563 13.8200 -0.286
O 3.4265 -1.7288 15.8025 -0.232
F 3.2812 -2.5284 13.6681 -0.167
C 1.1673 -5.9741 16.7141 -0.496
O 0.9302 -7.3731 16.5576 -0.093
O 2.1293 -5.8408 17.7393 -0.274
C 1.3984 -5.1701 15.3602 -0.530
F 2.2839 -5.7037 14.5338 0.113
F 0.3111 -5.0785 14.5112 0.064
F 1.8967 -3.9318 15.5813 0.110
C -0.0537 -7.7844 15.5237 -0.256
C -0.3656 -9.2750 15.5484 -0.110
H -1.0001 -9.4973 14.6904 0.064
H 0.5631 -9.8404 15.6262 0.068
H -0.8706 -9.6779 16.4263 0.058
H 0.4240 -7.6335 14.5557 0.099
H -1.0295 -7.2987 15.5148 0.107
H 0.2646 -5.4323 16.9964 0.116
C 4.1271 -4.4324 11.4191 -0.170
O 4.5378 -4.7174 12.6867 -0.192
H 4.5720 -3.4651 11.1855 0.071
H 4.6833 -5.0031 10.6755 0.081
H 3.0378 -4.4039 11.3916 0.097
H 3.9299 -5.3501 13.0762 0.072
C 9.2598 -3.3106 15.9334 -0.166
O 8.6085 -3.3902 14.6626 -0.160
H 10.0118 -2.5327 16.0655 0.080
H 8.5504 -3.2614 16.7595 0.076
H 9.8641 -4.1822 16.1849 0.066
H 9.2891 -3.0685 14.0668 0.077
C 7.2168 -0.7170 16.9944 -0.209
O 6.1045 -1.5312 17.0735 -0.103
H 7.7182 -0.7756 17.9604 0.081
H 7.7789 -1.2141 16.2038 0.056
H 7.2021 0.3510 16.7772 0.069
H 6.0370 -1.6861 16.1285 -0.008
C 3.4136 0.5540 17.9909 -0.193
O 3.2025 -0.3414 19.0375 -0.091
H 2.9802 1.5168 18.2614 0.065
H 4.4729 0.7114 17.7877 0.078
H 2.8947 0.4177 17.0421 0.059
H 2.5109 -0.0776 19.6488 0.070
C 9.2048 3.4164 13.9087 -0.141
O 8.7219 2.2799 14.6952 -0.126
H 9.1179 3.3412 12.8248 0.063
H 8.6856 4.3066 14.2639 0.067
H 10.2834 3.5133 14.0318 0.067
H 7.7819 2.2049 14.5149 0.028
C 3.8221 3.1232 14.5275 -0.144
O 4.9695 3.7225 15.1578 -0.121
H 3.3432 3.7684 13.7909 0.066
H 4.0515 2.2356 13.9380 0.053
H 3.0685 2.8969 15.2818 0.080
H 5.6098 3.7753 14.4445 0.056
C 8.2004 0.4975 10.0436 -0.175
O 8.0351 1.4786 9.0341 -0.111
H 8.5674 0.8318 11.0140 0.070
H 7.3295 -0.1470 10.1629 0.072
H 9.0506 -0.1574 9.8526 0.067
H 8.9308 1.8067 8.9254 0.062
C 2.6864 0.3432 11.0836 -0.190
O 3.5000 -0.5997 10.4225 -0.119
H 2.1978 -0.3045 11.8114 0.065
H 3.1425 1.1339 11.6794 0.062
H 1.9311 0.8811 10.5107 0.067
H 4.3318 -0.5877 10.9017 0.008
```

---

(2)
Computed, not measured: a molecular structure, C44H52Cl2IrN7O3S, with the ωB97M-V functional and the def2-TZVPD basis.

Properties
* ΔE to the lowest compared entry with this formula, charge and spin: 0.2424 eV
* net charge: +2
* energy: -101753.070 eV

Geometry as XYZ:
```
110
Properties=species:S:1:pos:R:3:lowdin_charge:R:1
Ir 0.2982 0.6969 -0.5566 1.399
C 1.4233 2.6814 0.9157 -0.056
N 0.4283 2.5649 1.9610 -0.118
C -0.1676 3.8232 2.4084 -0.019
C -0.0765 1.3547 2.2975 -0.347
N 0.0658 0.3615 1.4280 -0.007
C -0.0804 -1.0210 1.7071 -0.224
C 0.2341 -1.6643 2.8948 -0.021
C 0.0552 -3.0375 2.9968 -0.054
C -0.4176 -3.7668 1.9141 -0.068
C -0.6799 -3.1350 0.7062 -0.037
C -0.5050 -1.7637 0.6046 -0.230
N -0.6382 -1.0430 -0.6106 -0.019
C -1.5360 -1.3780 -1.5556 -0.372
N -2.7746 -1.7541 -1.2068 -0.108
C -3.3793 -1.2946 0.0377 -0.011
C -3.5214 -2.7705 -1.9413 -0.017
N -1.1833 -1.3263 -2.8444 -0.107
C 0.2029 -1.5315 -3.2569 -0.014
C -2.1323 -0.9990 -3.9020 -0.016
N -0.7527 1.2456 3.4606 -0.130
C -0.2809 1.8820 4.6861 -0.023
C -1.9374 0.4110 3.6006 -0.037
H 2.0509 3.5554 1.0927 0.125
H 0.9535 2.8397 -0.0817 0.091
H 2.0878 1.8176 0.9291 0.048
H -0.2519 4.4908 1.5507 0.101
H 0.4435 4.3072 3.1715 0.101
H -1.1642 3.6474 2.7992 0.075
H 0.6186 -1.1000 3.7349 0.122
H 0.2955 -3.5403 3.9235 0.116
H -0.5526 -4.8365 2.0005 0.117
H -0.9890 -3.7092 -0.1591 0.124
H -2.9241 -0.3527 0.3386 0.061
H -3.2647 -2.0334 0.8345 0.101
H -4.4412 -1.1267 -0.1393 0.108
H -2.8722 -3.2655 -2.6582 0.097
H -4.3789 -2.3432 -2.4625 0.102
H -3.8831 -3.5134 -1.2293 0.105
H 0.7247 -2.1220 -2.5075 0.077
H 0.7206 -0.5837 -3.4099 0.069
H 0.1966 -2.0827 -4.1964 0.108
H -2.3755 -1.8689 -4.5136 0.103
H -1.6830 -0.2432 -4.5477 0.102
H -3.0457 -0.5956 -3.4714 0.099
H 0.7131 2.2954 4.5378 0.098
H -0.2260 1.1276 5.4730 0.102
H -0.9550 2.6738 5.0164 0.100
H -2.3072 0.1183 2.6212 0.067
H -2.7093 0.9980 4.1002 0.100
H -1.7406 -0.4862 4.1894 0.094
Cl -3.6228 2.5056 1.2864 0.740
C -4.8355 3.5789 0.6303 -0.557
C -5.9282 3.9101 1.4098 -0.098
C -6.9033 4.7371 0.8761 -0.058
C -6.7950 5.2027 -0.4240 -0.083
C -5.7016 4.8411 -1.1938 -0.588
Cl -5.5907 5.4070 -2.8206 0.762
C -4.6828 4.0333 -0.6799 -0.315
N -3.5733 3.6701 -1.4603 0.054
C -2.5824 4.5733 -1.8418 -0.223
C -2.5819 5.8853 -1.3663 -0.028
C -1.6167 6.7858 -1.7831 -0.065
C -0.6280 6.4043 -2.6783 -0.079
C -0.6251 5.1050 -3.1578 -0.036
C -1.5889 4.1879 -2.7582 -0.157
C -1.5754 2.7821 -3.3330 -0.034
C -0.9019 1.8905 -2.3512 -0.577
O 0.2683 1.4138 -2.5237 -0.115
O -1.4372 1.6249 -1.2161 -0.120
H -6.0084 3.5297 2.4181 0.109
H -7.7597 5.0130 1.4757 0.118
H -7.5583 5.8363 -0.8528 0.115
H -3.3236 2.6976 -1.4271 0.089
H -3.3493 6.2013 -0.6717 0.117
H -1.6439 7.7999 -1.4066 0.113
H 0.1164 7.1128 -3.0129 0.107
H 0.1259 4.7961 -3.8760 0.119
H -1.0214 2.7432 -4.2685 0.137
H -2.5996 2.4376 -3.5032 0.137
O 2.1267 -0.2342 -0.2910 -0.639
S 3.1890 -0.2149 -1.4220 1.063
C 4.0831 -1.7522 -1.1229 -0.250
C 3.2460 -2.9545 -1.4440 -0.290
C 2.4746 -3.5490 -0.4507 -0.035
C 1.7340 -4.6874 -0.7372 -0.074
C 1.7551 -5.2307 -2.0143 -0.061
C 2.5149 -4.6319 -3.0113 -0.065
C 3.2569 -3.4960 -2.7270 -0.046
C 4.4321 0.9918 -0.8909 -0.266
C 5.1734 0.6980 0.3829 -0.287
C 6.5621 0.6238 0.3400 -0.033
C 7.2909 0.3673 1.4925 -0.051
C 6.6350 0.1730 2.6981 -0.059
C 5.2490 0.2399 2.7475 -0.060
C 4.5183 0.5044 1.5992 -0.056
H 4.3937 -1.7217 -0.0792 0.108
H 4.9661 -1.6852 -1.7638 0.121
H 2.4659 -3.1309 0.5498 0.122
H 1.1575 -5.1629 0.0456 0.099
H 1.1957 -6.1317 -2.2292 0.113
H 2.5462 -5.0623 -4.0034 0.114
H 3.8691 -3.0449 -3.4999 0.122
H 3.8827 1.9364 -0.8711 0.099
H 5.1170 1.0518 -1.7409 0.107
H 7.0819 0.7740 -0.5991 0.120
H 8.3703 0.3181 1.4452 0.117
H 7.2010 -0.0290 3.5972 0.115
H 4.7344 0.0852 3.6868 0.109
H 3.4370 0.5345 1.6515 0.085
```

---

- energy of number 2 (C44H52Cl2IrN7O3S)?
  -101753.070 eV

---

- The highest net charge belongs to which entry?
  C44H52Cl2IrN7O3S

---

- Which formula does entry 1 have?
  C14H42AgF5NO16S2